Record 1
C23H15IN2O4Sc as an isolated structure, computed with the ωB97M-V functional and the def2-TZVPD basis.

XYZ file:
```
46
Properties=species:S:1:pos:R:3:forces:R:3:lowdin_charge:R:1
Sc -0.293644 1.882681 -0.034072 -0.446 -0.332 0.081 0.9876
O -0.021163 5.069973 2.673715 -0.035 0.036 -0.020 0.0493
C 0.015386 4.014535 2.064189 0.123 -0.128 0.020 -0.5956
O -0.449449 3.746781 0.903105 -0.057 0.226 0.067 -0.1061
C 0.710647 2.822359 2.740790 0.044 0.115 0.154 -0.1547
C 1.221797 2.952717 4.054717 -0.047 -0.015 -0.174 0.0135
C 1.816365 1.872927 4.626358 0.039 -0.042 0.059 -0.0020
C 1.893780 0.648240 3.916995 0.040 -0.039 0.083 -0.1537
C 2.469873 -0.523497 4.464802 -0.018 0.060 -0.016 -0.0453
C 2.480440 -1.682533 3.745021 -0.011 -0.035 -0.041 -0.0869
C 1.912686 -1.725599 2.451100 0.001 -0.025 -0.004 -0.0651
C 1.358290 -0.611282 1.890298 0.035 0.026 0.075 0.0032
C 1.351173 0.600663 2.619542 -0.059 0.104 -0.096 -0.1789
N 0.789172 1.711975 2.053710 -0.133 -0.116 -0.107 0.1127
H 1.113898 3.911908 4.538778 0.017 -0.011 0.034 0.1151
H 2.227578 1.920924 5.628826 -0.006 0.020 -0.002 0.1141
H 2.890750 -0.481058 5.462592 0.001 -0.010 0.001 0.1072
H 2.914320 -2.581362 4.164623 0.005 0.008 0.013 0.0979
H 1.908844 -2.658730 1.902465 0.003 0.000 0.004 0.1043
H 0.896714 -0.627491 0.911391 -0.017 -0.005 -0.011 0.0911
N -1.583596 0.549677 0.025388 0.195 0.336 -0.015 -0.1301
C -2.553167 -0.363271 -0.175404 0.084 0.003 0.010 -0.4499
C -3.244821 -0.467399 -1.412586 -0.028 -0.020 -0.013 -0.0708
C -4.226184 -1.416701 -1.629494 0.040 0.034 0.009 -0.1433
C -4.586578 -2.324588 -0.635363 -0.007 0.015 -0.025 -0.1628
C -3.927705 -2.244388 0.587772 0.019 -0.002 0.028 -0.1478
C -2.944190 -1.297710 0.817408 -0.025 -0.053 0.029 -0.0779
H -2.974788 0.228110 -2.199970 0.013 0.008 0.019 0.0926
H -4.716743 -1.446670 -2.597609 -0.025 -0.033 0.013 0.0842
H -5.356214 -3.066394 -0.808798 0.000 -0.003 0.003 0.0727
H -4.186293 -2.935607 1.384480 -0.011 -0.006 -0.009 0.0828
H -2.446005 -1.252668 1.779765 0.015 0.024 -0.005 0.0870
I 1.558843 -2.769452 -7.008052 0.015 -0.073 -0.096 0.8292
C 1.327426 -1.453405 -5.408404 -0.025 0.132 0.135 -0.7445
C 1.178825 -0.095762 -5.656665 0.013 -0.054 -0.036 -0.1527
C 1.013492 0.771072 -4.588154 -0.051 -0.001 -0.002 -0.0110
C 1.027455 0.290067 -3.285718 0.048 0.112 -0.124 -0.1238
C 1.178653 -1.068561 -3.050696 0.063 -0.017 -0.005 0.0013
C 1.317609 -1.948799 -4.113359 0.006 -0.034 0.009 -0.1452
C 0.837841 1.223963 -2.135099 0.021 -0.034 0.136 -0.6139
O 0.062822 2.207481 -2.244358 0.063 0.013 -0.063 -0.0341
O 1.401842 0.952467 -1.030629 0.105 -0.208 -0.129 -0.0744
H 1.183424 0.277415 -6.671623 -0.006 0.007 0.004 0.0880
H 0.864934 1.829237 -4.759444 -0.002 0.001 0.020 0.1220
H 1.170532 -1.432202 -2.031837 0.002 0.019 -0.003 0.1239
H 1.415132 -3.010042 -3.930494 0.000 -0.002 -0.011 0.0908
```
Forces are in eV/Å.

The net charge is -1. The calculation puts the HOMO-LUMO gap at 5.37 eV. As for the LUMO energy: 2.01 eV. As for the highest occupied orbital energy: -3.4 eV.

=====

Record 2
C25H23Br4FN3O5SV as an isolated structure at a distorted geometry, computed with the ωB97M-V functional and the def2-TZVPD basis.

XYZ file:
```
63
Properties=species:S:1:pos:R:3:forces:R:3:lowdin_charge:R:1
V -0.133622 2.927253 1.596599 0.775 0.178 1.082 1.1718
Br 2.858999 5.441519 7.263926 -0.025 -0.049 -0.063 0.6675
C 2.340724 4.266384 5.873546 -0.049 -0.115 -0.131 -0.7610
C 2.768166 2.944180 5.847504 -0.075 0.020 -0.210 -0.7486
Br 3.899663 2.297029 7.221930 -0.053 -0.060 -0.105 0.6709
C 2.373194 2.084428 4.797196 0.315 -0.027 0.472 -0.6325
Br 2.945793 0.285250 4.675467 -0.037 0.154 0.106 0.7276
C 1.538935 2.543605 3.795915 -0.343 -0.095 -0.533 -0.4084
O 1.070723 1.858431 2.774190 0.365 0.053 0.553 -0.2238
C 1.110800 3.896463 3.835756 -0.344 -0.132 -0.601 -0.3742
O 0.308831 4.210991 2.805208 0.779 1.298 1.767 -0.2288
C 1.503889 4.738748 4.842479 0.050 0.192 0.230 -0.6503
Br 0.857914 6.511576 4.769394 0.044 -0.010 0.054 0.7502
C -2.788861 1.961951 -5.277916 0.059 0.010 -0.015 -0.0318
C -3.677348 1.455208 -4.144180 0.119 -0.033 0.034 -0.3340
C -4.269655 0.079513 -4.416776 -0.017 -0.059 0.050 -0.1456
C -3.176173 -0.979583 -4.465545 0.025 0.011 0.056 -0.1473
C -2.301424 -0.903058 -3.237109 -0.039 0.022 -0.070 -0.1577
C -1.579029 -2.030909 -2.821597 -0.080 -0.062 -0.145 0.0140
C -0.790662 -1.943124 -1.697089 -0.112 0.229 -0.074 -0.2701
F -0.108324 -3.048063 -1.302880 0.020 0.049 -0.107 0.0288
C -0.670941 -0.794471 -0.955860 -0.041 0.049 0.067 0.0434
C -1.387392 0.349228 -1.351516 0.102 -0.098 0.119 -0.0607
C -1.305204 1.559979 -0.624407 0.262 0.360 0.486 -0.2104
O -0.514996 1.663041 0.474295 -1.102 -2.160 -2.465 -0.2068
C -2.056212 2.689208 -1.055170 0.182 0.136 0.284 -0.0526
C -2.834318 2.584379 -2.155509 -0.087 -0.200 -0.249 0.0038
N -2.943546 1.422989 -2.880437 0.082 -0.050 0.076 -0.0008
C -2.212182 0.276613 -2.508676 -0.135 0.113 -0.110 -0.0725
C -2.031941 4.037118 -0.361014 0.306 -0.204 0.259 -0.5527
O -2.715105 4.944840 -0.793450 -0.117 0.187 -0.043 0.0505
O -1.247176 4.134499 0.676682 -0.956 0.535 -0.995 -0.1303
H -3.363442 2.062713 -6.203521 0.039 -0.029 0.059 0.0816
H -1.951888 1.282305 -5.455764 -0.047 0.056 0.013 0.0797
H -2.375475 2.938359 -5.017800 -0.023 -0.031 -0.032 0.0819
H -4.494542 2.162429 -4.005227 -0.063 0.067 0.041 0.1405
H -4.835326 0.107030 -5.350183 0.010 -0.007 -0.002 0.1145
H -4.967601 -0.160004 -3.609398 -0.004 0.002 -0.037 0.1253
H -2.569010 -0.847627 -5.367314 -0.011 -0.031 0.004 0.1112
H -3.618457 -1.975660 -4.534950 0.002 0.007 -0.002 0.1139
H -1.644027 -2.963198 -3.370846 -0.002 0.047 0.024 0.1165
H -0.043379 -0.761991 -0.074453 -0.072 -0.004 -0.084 0.0235
H -3.407954 3.436698 -2.493825 0.005 -0.033 -0.018 0.1359
C 1.242859 -4.728669 0.702870 -0.156 -0.022 0.017 -0.0701
N 1.359881 -3.583417 1.604855 0.026 -0.028 -0.067 -0.2231
C 0.111471 -3.276221 2.281115 0.039 0.057 -0.069 -0.1006
C 2.211386 -2.545568 1.285591 -0.093 -0.110 -0.108 -0.7652
S 1.799950 -0.952506 1.454442 0.289 -0.171 0.142 0.7750
N 3.442795 -2.964311 0.815289 0.157 -0.058 0.135 -0.2326
C 4.348056 -1.962174 0.277045 -0.099 -0.056 0.008 -0.1191
C 4.153928 -4.025176 1.530740 -0.082 0.127 -0.067 -0.0698
H 0.401238 -4.580285 0.016338 0.138 -0.109 0.218 0.0720
H 1.066720 -5.643786 1.271824 0.061 -0.003 0.076 0.0845
H 2.137627 -4.850243 0.105299 0.105 0.032 0.000 0.0784
H -0.296304 -4.209906 2.673365 -0.005 0.020 -0.009 0.0830
H -0.615510 -2.819744 1.601163 -0.019 -0.020 0.006 0.0817
H 0.286640 -2.581450 3.098189 0.026 0.004 -0.002 0.0704
H 3.847691 -1.372947 -0.487311 -0.026 0.000 0.016 0.0720
H 5.196289 -2.486923 -0.165712 -0.002 0.029 -0.012 0.0808
H 4.702283 -1.276021 1.051593 0.035 0.008 0.027 0.0786
H 3.468900 -4.617922 2.125710 -0.093 -0.016 -0.012 0.0777
H 4.895740 -3.587799 2.209035 0.007 0.022 -0.014 0.0901
H 4.675940 -4.681204 0.830884 -0.013 0.011 -0.030 0.0838
```
Forces are in eV/Å.

The net charge is -1. The calculation puts the HOMO-LUMO gap (spin up / spin down) at 5.46 / 7.41 eV. As for the LUMO energy (spin up / spin down): 2.35 / 2.32 eV. Its expectation value of S² is 3.795. Its spin multiplicity is 4. As for the highest occupied orbital energy (spin up / spin down): -3.1 / -5.1 eV.

=====

DFT total energy (Eh)
-2354.63275; -13245.22208